(1)
DFT (the ωB97M-V functional and the def2-TZVPD basis) results for a molecular structure, C35H48AuBrF5PTe.

Properties
Calculated total energy (eV): -140979.898
HOMO energy (eV): -7.3
Net charge: 0
ΔE to the lowest compared entry with this formula, charge and spin (eV): 0.000
Kohn-Sham gap (hartree): 0.270

Atoms and positions in Å:
Au -0.4193 0.2810 -1.2447
Te -2.3970 -1.3499 -0.4813
Br 5.1155 3.6080 -3.2954
P 0.2669 0.8011 1.0028
F -1.4128 2.3844 -3.4388
F -2.2002 -0.4037 -3.4845
F -1.6233 1.2262 -5.2531
F -0.0975 -0.8316 -3.8909
F 0.3402 1.6859 -4.5159
C -1.8704 -1.0441 4.6437
C -2.1595 -2.8633 -1.9529
C 2.0916 0.6102 1.1655
C -3.1178 -4.2344 -3.6805
C -0.8463 -4.5503 -3.0553
C -0.6951 -1.8748 4.1030
C -0.5733 4.5711 2.7176
C -0.9368 0.0611 -3.2841
C 4.3433 -0.9649 2.4649
C 3.5411 2.7047 -2.7479
C 2.3318 0.6716 -2.4041
C 0.1732 3.2359 2.5747
C -1.3731 4.5898 0.3405
C -2.7528 -0.5693 3.4950
C 2.7007 0.9533 2.5512
C -0.3125 -1.4678 2.6719
C -1.3780 3.0717 0.5831
C -1.9852 0.4333 2.6263
C 0.2820 -3.2094 -1.2952
C 3.4853 1.3235 -2.8193
C -3.2586 -3.2147 -2.7435
C 1.2401 1.3737 -1.8988
C -1.9216 -4.9122 -3.8546
C 4.0819 -0.8777 0.9510
C -0.8950 1.3579 -4.1391
C 1.3104 2.7623 -1.8893
C -4.5864 -2.5169 -2.6287
C 2.5897 -0.7554 0.6615
C -0.0316 2.6189 1.1714
C -0.9420 -3.5403 -2.1046
C 3.2327 -0.2815 3.2730
C -0.5519 5.3382 1.4020
C -1.7867 -6.0136 -4.8705
C -0.4940 0.0445 2.4960
C 2.4539 3.4349 -2.3030
H 4.4990 -1.7481 0.4427
H -2.6822 -6.0936 -5.4857
H -0.9798 4.8088 -0.6546
H 3.6021 -0.0003 4.2608
H -3.9712 -4.4989 -4.2960
H 2.3970 -0.8369 -0.4056
H -1.6048 2.5493 -0.3498
H 2.4500 1.3512 0.4416
H 0.1007 -5.0668 -3.1755
H -3.6666 -0.1030 3.8664
H -2.4589 0.5042 1.6443
H 1.0689 -3.9427 -1.4729
H 0.1684 -1.7727 4.7663
H -2.4044 4.9482 0.3445
H -0.9372 6.3499 1.5337
H -3.0600 -1.4247 2.8867
H 0.4866 5.4454 1.0720
H -2.4438 -1.6258 5.3665
H 4.5855 -0.0029 0.5275
H 4.3253 0.7628 -3.2067
H 2.2884 -0.4063 -2.5113
H 1.9907 1.4772 3.1887
H 0.7113 -1.7749 2.4724
H -5.2978 -2.9309 -3.3426
H -0.1198 5.1537 3.5210
H -1.4965 -0.1676 5.1838
H 3.5299 1.6496 2.3956
H 0.7493 3.0234 0.5210
H 1.2390 3.4088 2.7333
H -0.9366 -5.8357 -5.5310
H 2.4916 4.5161 -2.2885
H -1.6116 4.3926 3.0129
H 5.3060 -0.5048 2.6977
H 4.4187 -2.0108 2.7701
H -5.0094 -2.6225 -1.6278
H 0.6769 -2.2251 -1.5637
H -0.9385 -1.9831 1.9455
H 0.0531 0.5205 3.3185
H 2.0565 -1.5826 1.1323
H 2.4117 -0.9813 3.4468
H -0.9622 -2.9338 4.1008
H 0.4549 3.3516 -1.5845
H 0.0586 -3.1796 -0.2268
H -1.6263 -6.9778 -4.3838
H -2.1799 2.8118 1.2755
H -0.1566 2.5593 3.3649
H -2.0568 1.4287 3.0724
H -4.4810 -1.4477 -2.8189

(2)
DFT (the ωB97M-V functional and the def2-TZVPD basis) results for C5H4ClFN2O in the gas phase in a non-equilibrium geometry.

Properties
Calculated total energy (eV): -25513.007
HOMO energy (eV): -7.9
Net charge: 0
ΔE to the lowest compared entry with this formula, charge and spin (eV): 3.099
Kohn-Sham gap (hartree): 0.250

Atoms and positions in Å:
Cl -0.7534 0.1712 -2.5632
F -0.8378 2.8824 -1.1819
O -1.5571 1.9296 2.8083
N -0.5440 -0.0815 2.0638
N 0.2069 -0.4445 -0.1481
C 0.0093 -0.7950 1.1033
C -0.3479 1.8793 -0.4096
C 1.0824 -1.2394 -0.9354
C -0.3263 0.6113 -0.8435
C -1.1030 1.0066 2.2806
H 1.5188 -0.5426 -1.6456
H 0.4998 -1.9829 -1.6138
H 0.2345 -1.7743 1.3965
H 1.9179 -1.6201 -0.3115